Record 1
Entry from the OMol25 dataset: C39H45MgN5P2 as an isolated structure (ωB97M-V/def2-TZVPD).

Structure (ORCA input):
```
! wB97M-V def2-TZVPD RIJCOSX def2/J DEFGRID3
* xyz 0 1
Mg -2.01453 0.64983 -1.37918
C 2.32104 -2.45308 -0.48863
C 1.41584 -2.79896 -1.42732
C 0.14032 -3.66958 -1.32060
C -1.07032 -3.25680 -0.44476
C -0.87792 -3.59892 1.00501
C 0.27883 -3.82510 1.66019
C 1.60819 -4.31915 1.11360
C 2.60976 -3.19139 0.76575
C -2.41389 1.73699 0.38678
H 2.88894 -1.51344 -0.59651
H 1.45656 -2.26368 -2.40693
H 0.45838 -4.71982 -1.12542
H -0.25540 -3.69976 -2.36001
H -1.27635 -2.16271 -0.52937
H -1.94133 -3.82453 -0.86216
H -1.86579 -3.81412 1.48887
H 0.25514 -3.84255 2.77503
H 1.52476 -4.98198 0.24312
H 2.10203 -4.92390 1.89288
H 2.75251 -2.53902 1.64565
H 3.60273 -3.63378 0.56691
H -1.59528 2.43786 0.66213
H -2.35805 0.72693 0.88117
H -3.38583 2.23318 0.46021
P -5.09027 -5.16118 -1.25261
P -3.20016 -4.95697 -4.47683
N -4.84259 -6.22480 0.12772
N -6.92327 -5.45172 -1.37733
N -1.98781 -6.31437 -4.24417
N -3.31839 -5.12465 -6.21872
C -4.58448 -6.45843 -2.51175
C -4.72932 -5.99892 -3.97892
C -4.35603 -5.74643 1.35466
C -4.34110 -6.78993 2.26700
C -4.82037 -7.95094 1.59790
C -5.10702 -7.58557 0.29468
C -7.86367 -4.40800 -1.32517
C -9.14781 -4.94416 -1.42137
C -9.00162 -6.35636 -1.64055
C -7.63237 -6.63619 -1.58459
C -0.67885 -6.02733 -3.81711
C -0.02537 -7.20318 -3.47679
C -0.92005 -8.27899 -3.77679
C -2.11260 -7.70827 -4.21070
C -2.99590 -6.18692 -7.07455
C -3.47308 -5.90687 -8.34645
C -4.12147 -4.61854 -8.28720
C -4.00477 -4.15695 -6.98710
H -5.10339 -7.41022 -2.34906
H -3.52350 -6.63186 -2.25973
H -4.84795 -6.84626 -4.69187
H -5.61380 -5.33841 -4.13711
H -4.06617 -4.71226 1.45940
H -4.03980 -6.71666 3.29766
H -4.96554 -8.93987 2.00103
H -5.45853 -8.18728 -0.52670
H -7.53208 -3.37555 -1.23593
H -10.07501 -4.39598 -1.32734
H -9.78814 -7.07377 -1.84274
H -7.12226 -7.59190 -1.67795
H -0.31154 -5.00829 -3.86683
H 0.97063 -7.25849 -3.06355
H -0.70187 -9.33992 -3.70951
H -3.02847 -8.20832 -4.49353
H -2.45550 -7.04093 -6.70586
H -3.37422 -6.53925 -9.21557
H -4.60937 -4.10753 -9.10664
H -4.35069 -3.24742 -6.52282
C 3.50215 0.91810 1.56056
C 2.23160 0.39403 1.85880
C 1.16847 0.58296 0.97901
C 1.32796 1.31841 -0.21020
C 2.59042 1.95026 -0.43873
C 3.66540 1.72720 0.42767
N 0.24626 1.40287 -1.08062
C -0.04664 2.61360 -1.66669
C 0.36602 3.83282 -1.07792
C -0.26121 5.00202 -1.49865
C -1.28361 4.95811 -2.45407
C -1.74227 3.75087 -2.98934
C -1.05921 2.57468 -2.69775
H 4.34588 0.71567 2.22850
H 2.04993 -0.18517 2.76953
H 0.16382 0.21508 1.19292
H 2.69320 2.66166 -1.26758
H 4.64780 2.15407 0.21389
H 1.11910 3.85230 -0.28087
H 0.06087 5.94250 -1.05373
H -1.71515 5.89581 -2.80324
H -2.59432 3.71842 -3.65627
H -1.14762 1.64017 -3.28503
*
```

Results
LUMO (spin up / spin down): -1.6 / -1.6 eV
HOMO-LUMO gap (spin up / spin down): 5.048 / 5.049 eV
HOMO level (spin up / spin down): -6.63 / -6.63 eV
Molecular weight: 670.08 g mol⁻¹
Relative energy (zero: lowest compared OMol25 entry of this formula, charge and spin): 0.627 eV

Table of Löwdin atomic charges, one value per atom, all in e: Mg 0.95; C -0.12; C -0.08; C -0.21; C -0.19; C -0.12; C -0.08; C -0.19; C -0.20; C -0.22; H 0.11; H 0.10; H 0.10; H 0.07; H 0.09; H 0.09; H 0.09; H 0.11; H 0.09; H 0.11; H 0.10; H 0.12; H 0.00; H -0.06; H -0.04; P 1.11; P 1.09; N -0.28; N -0.24; N -0.26; N -0.30; C -0.43; C -0.38; C -0.15; C -0.09; C -0.08; C -0.14; C -0.16; C -0.11; C -0.09; C -0.16; C -0.16; C -0.09; C -0.08; C -0.18; C -0.13; C -0.09; C -0.10; C -0.16; H 0.06; H 0.06; H 0.08; H 0.07; H 0.08; H 0.09; H 0.09; H 0.08; H 0.09; H 0.09; H 0.09; H 0.08; H 0.08; H 0.09; H 0.10; H 0.10; H 0.09; H 0.09; H 0.09; H 0.09; C -0.12; C -0.11; C -0.05; C -0.32; C -0.05; C -0.10; N -0.03; C -0.35; C -0.04; C -0.08; C -0.12; C -0.11; C -0.16; H 0.09; H 0.10; H 0.10; H 0.11; H 0.10; H 0.11; H 0.10; H 0.09; H 0.10; H 0.08

=====

Record 2
Entry from the OMol25 dataset: C39H45MgN6O2Sb as an isolated structure (ωB97M-V/def2-TZVPD).

Structure (ORCA input):
```
! wB97M-V def2-TZVPD RIJCOSX def2/J DEFGRID3
* xyz 2 1
Mg -1.18686 -0.30529 0.92585
O -4.06672 -1.31941 -1.63571
C -3.02985 -0.97665 -1.11950
N -2.75401 0.01153 -0.22718
C -3.62848 1.02409 0.08786
O -4.68929 1.30297 -0.40885
C -3.07626 1.89990 1.22082
C -3.73759 3.06735 1.54472
C -3.23879 3.86215 2.56401
C -2.09396 3.45957 3.23496
C -1.49059 2.27787 2.85646
N -1.95870 1.49856 1.86989
C -1.74747 -1.77753 -1.46254
C -1.83735 -2.63789 -2.64010
C -0.81694 -3.41447 -2.98495
C 0.51335 -3.30818 -2.32739
C 0.53790 -2.26866 -1.16197
N -0.73198 -1.72638 -0.65869
H -4.62924 3.32109 0.98809
H -3.73492 4.78582 2.83284
H -1.66946 4.05093 4.03499
H -0.58130 1.95442 3.35349
H -2.79372 -2.66439 -3.14398
H -0.92598 -4.13404 -3.79048
H 0.90081 -4.30444 -2.09712
H 1.13113 -2.61109 -0.30670
N -0.57388 -5.11831 1.19327
C -0.85338 -3.79146 1.87918
C 0.31415 -3.42488 2.78147
C 0.05979 -2.09252 3.49531
N 0.17810 -0.95324 2.54545
C -1.30087 -2.10809 4.19741
C -2.46350 -2.54088 3.30213
N -2.70319 -1.53037 2.25166
C -2.15623 -3.89122 2.65457
H 0.20799 -5.04301 0.53879
H -1.38925 -5.43787 0.66430
H -0.34298 -5.84549 1.87532
H -0.94987 -3.07687 1.06590
H 1.25474 -3.37596 2.22187
H 0.43137 -4.19421 3.55272
H 0.83450 -1.98637 4.25450
H 1.13803 -0.90223 2.19508
H 0.10446 -0.09718 3.09785
H -1.50532 -1.12458 4.63152
H -1.24189 -2.80429 5.03751
H -3.35155 -2.66993 3.92188
H -3.09453 -0.69900 2.69172
H -3.44197 -1.84620 1.62522
H -2.98426 -4.19658 2.00588
H -2.06424 -4.63931 3.44931
C 3.53698 1.88542 -2.49422
C 2.66499 3.11495 -2.57696
C 3.14507 4.24701 -3.23546
C 2.37486 5.39298 -3.37741
C 1.09084 5.43831 -2.85536
C 0.59435 4.32677 -2.19028
C 1.37064 3.17643 -2.04802
Sb 0.42337 1.56823 -1.04270
C 1.86738 1.25401 0.55893
C 2.61911 0.09528 0.79808
C 3.44403 -0.03285 1.91116
C 3.51480 1.00326 2.83114
C 2.77495 2.15481 2.61516
C 1.95669 2.30731 1.49317
C 1.23962 3.61990 1.29599
C 0.74334 -0.01472 -2.46592
C 1.40632 -1.29521 -2.06059
C 1.53062 -2.41636 -3.13435
C 1.12301 -2.02508 -4.51948
C 0.51358 -0.87208 -4.75614
C 0.25592 0.15048 -3.70514
C -0.47369 1.38794 -4.16597
H 4.56536 2.12646 -2.75938
H 3.18678 1.11658 -3.18844
H 3.54279 1.45525 -1.48960
H 4.14798 4.22479 -3.64606
H 2.78008 6.25121 -3.89804
H 0.48150 6.32619 -2.96425
H -0.41013 4.36109 -1.78068
H 2.58827 -0.72583 0.10405
H 4.03893 -0.92832 2.04912
H 4.15832 0.92613 3.69863
H 2.84910 2.97418 3.32224
H 1.23982 4.20723 2.21401
H 0.19939 3.48337 0.98584
H 1.72648 4.21207 0.51906
H 2.36350 -1.08075 -1.59806
H 2.52217 -2.86646 -3.15095
H 1.32320 -2.72185 -5.32574
H 0.20615 -0.62422 -5.76682
H -1.08498 1.16968 -5.04102
H 0.22798 2.17860 -4.44080
H -1.13942 1.78998 -3.39740
*
```

Results
LUMO: -5.5 eV
HOMO-LUMO gap: 7.051 eV
HOMO level: -12.58 eV
Molecular weight: 775.89 g mol⁻¹
Relative energy (zero: lowest compared OMol25 entry of this formula, charge and spin): 2.049 eV

Table of Löwdin atomic charges, one value per atom, all in e: Mg 0.51; O 0.13; C -0.44; N 0.02; C -0.43; O 0.14; C -0.17; C 0.03; C -0.01; C -0.03; C -0.13; N 0.04; C -0.15; C 0.02; C -0.01; C -0.17; C -0.21; N 0.04; H 0.13; H 0.13; H 0.12; H 0.11; H 0.13; H 0.13; H 0.14; H 0.12; N 0.25; C -0.29; C -0.08; C -0.31; N 0.06; C -0.08; C -0.33; N 0.05; C -0.09; H 0.17; H 0.18; H 0.18; H 0.11; H 0.13; H 0.14; H 0.15; H 0.06; H 0.09; H 0.13; H 0.14; H 0.15; H 0.10; H 0.11; H 0.14; H 0.14; C -0.04; C -0.28; C -0.03; C -0.06; C -0.07; C -0.15; C -0.36; Sb 1.60; C -0.32; C -0.17; C -0.09; C -0.06; C -0.04; C -0.30; C -0.07; C -0.30; C -0.20; C -0.16; C -0.04; C -0.02; C -0.29; C -0.05; H 0.09; H 0.08; H 0.06; H 0.12; H 0.11; H 0.11; H 0.09; H 0.07; H 0.11; H 0.11; H 0.12; H 0.09; H 0.04; H 0.09; H 0.11; H 0.15; H 0.12; H 0.12; H 0.09; H 0.09; H 0.06